Entry 1:
{
  "formula": "C5H7BrN2",
  "method": "ωB97M-V/def2-TZVPD",
  "total_energy_ha": -2878.0290,
  "molar_mass_g_mol": 175.03,
  "e_homo_ev": [-8.495, -8.471],
  "homo_lumo_gap_ev": [7.2, 6.9],
  "e_lumo_ev": [-1.2898, -1.5457],
  "symbols": ["C", "C", "C", "C", "C", "N", "N", "Br", "H", "H", "H", "H", "H", "H", "H"],
  "xyz": [[2.401108, 1.999759, 0.075311], [-0.017581, 1.337979, 0.228670], [2.835761, 0.782889, -0.279628], [-1.249116, -2.038187, -0.193829], [-1.498940, -0.452287, -0.249774], [1.036644, 2.201379, 0.198069], [-0.373062, 0.379025, -0.572006], [2.398156, -0.772353, 0.451900], [3.055379, 2.829557, -0.044510], [-0.483545, 1.602200, 1.133890], [-0.890065, -2.239571, 0.734544], [-0.830769, -2.632328, -1.041763], [-2.221626, -2.419430, -0.020376], [-1.919033, -0.168207, 0.691817], [-2.243316, -0.410425, -1.112318]],
  "forces_ev_per_angstrom": [[-4.0, 0.2, 0.0], [0.3, -2.4, -1.3], [0.9, -0.9, -0.6], [-0.9, 1.9, -1.8], [-0.4, -1.6, -2.5], [3.0, 0.9, -1.0], [1.6, 1.5, 0.6], [0.1, -0.9, 0.4], [0.1, 0.9, 0.2], [-1.6, -0.1, 1.4], [2.3, -0.9, 2.5], [0.1, 1.1, 0.7], [-1.5, -0.4, -0.4], [-0.8, 0.1, 0.6], [0.7, 0.6, 1.2]],
  "lowdin_charge": [-0.28, -0.31, -0.51, -0.09, -0.28, 0.09, 0.00, 0.84, 0.09, 0.11, 0.01, 0.09, 0.04, 0.09, 0.12]
}


Entry 2:
{
  "formula": "C60H42Br4FeO2P3Si",
  "method": "ωB97M-V/def2-TZVPD",
  "total_energy_ha": -15335.3651,
  "molar_mass_g_mol": 1291.46,
  "e_homo_ev": [-3.281, -3.288],
  "charge": -1,
  "homo_lumo_gap_ev": [5.2, 5.2],
  "e_lumo_ev": [1.9466, 1.9466],
  "symbols": ["Fe", "C", "C", "C", "C", "C", "C", "P", "C", "C", "C", "C", "C", "C", "C", "C", "C", "C", "C", "C", "Si", "C", "C", "C", "C", "C", "C", "P", "C", "C", "C", "C", "C", "C", "C", "C", "C", "C", "C", "C", "C", "C", "C", "C", "C", "C", "P", "C", "C", "C", "C", "C", "C", "C", "C", "C", "C", "C", "C", "H", "H", "H", "H", "H", "H", "H", "H", "H", "H", "H", "H", "H", "H", "H", "H", "H", "H", "H", "H", "H", "H", "H", "H", "H", "H", "H", "H", "H", "H", "H", "H", "H", "H", "H", "H", "H", "H", "H", "H", "H", "H", "Br", "C", "C", "Br", "C", "Br", "C", "O", "C", "O", "C", "Br"],
  "xyz": [[0.913931, -0.151511, 0.183738], [4.650010, -0.173657, 3.851968], [4.346878, -0.237114, 2.496513], [3.021556, -0.206260, 2.094279], [1.988322, -0.105202, 3.026696], [2.306164, -0.007532, 4.375129], [3.632625, -0.059278, 4.788185], [0.335759, -0.010160, 2.233152], [-0.379557, 1.403594, 3.185617], [-1.677058, 1.407161, 3.689954], [-2.241196, 2.576406, 4.184983], [-1.512873, 3.756794, 4.195633], [-0.203892, 3.756264, 3.731078], [0.352875, 2.589056, 3.234965], [-0.711290, -1.416139, 2.806008], [-0.866947, -1.872458, 4.109186], [-1.676367, -2.973028, 4.362701], [-2.346665, -3.594585, 3.316484], [-2.211826, -3.117822, 2.018040], [-1.387018, -2.031407, 1.740965], [-0.946133, -1.214756, 0.066148], [-2.343183, 0.126802, -0.117168], [-3.848244, 0.119541, -0.567026], [-4.247635, 0.568778, -1.912342], [-3.700669, 1.713060, -2.308667], [-2.784966, 2.341291, -1.339975], [-1.699050, 1.493670, -0.597917], [0.134226, 1.327874, -1.047971], [0.494944, 3.153042, -1.106398], [0.025490, 4.050819, -2.065821], [0.287741, 5.409053, -1.961552], [1.031853, 5.895857, -0.893771], [1.521227, 5.013407, 0.057476], [1.257551, 3.655273, -0.058493], [-0.037981, 1.027112, -2.866836], [-1.014809, 0.155927, -3.348782], [-1.085990, -0.176516, -4.693751], [-0.181579, 0.369983, -5.594613], [0.798512, 1.238167, -5.131177], [0.875611, 1.551406, -3.782077], [-1.007674, -2.515550, -1.311999], [-2.086955, -3.198445, -1.872544], [-1.891977, -4.116664, -2.894734], [-0.605171, -4.380600, -3.353252], [0.480628, -3.720611, -2.797238], [0.281137, -2.775627, -1.795199], [1.613844, -1.829949, -0.919695], [2.888882, -1.594277, -2.240039], [2.548369, -1.334201, -3.564688], [3.522874, -0.993574, -4.495079], [4.852276, -0.892857, -4.115461], [5.202800, -1.129915, -2.791201], [4.230146, -1.475171, -1.868258], [2.402667, -3.269323, -0.029297], [3.205517, -4.232678, -0.641443], [3.700215, -5.308540, 0.080285], [3.395065, -5.442859, 1.430000], [2.595165, -4.494199, 2.048458], [2.106961, -3.416467, 1.321090], [5.682645, -0.207907, 4.177332], [5.138112, -0.315855, 1.761248], [2.784397, -0.313591, 1.027186], [1.515800, 0.124283, 5.105048], [3.873809, -0.000498, 5.842733], [-2.270580, 0.504319, 3.654838], [-3.262593, 2.565220, 4.549405], [-1.962277, 4.672368, 4.561047], [0.376104, 4.671421, 3.737290], [1.368914, 2.600359, 2.855335], [-0.358912, -1.376910, 4.929454], [-1.783171, -3.346761, 5.374214], [-2.974736, -4.455434, 3.516237], [-2.741066, -3.614663, 1.210727], [-4.321507, -0.805168, -0.243107], [-4.941839, -0.006262, -2.512801], [-3.893325, 2.171770, -3.270399], [-2.357956, 3.284223, -1.668984], [-0.540767, 3.685287, -2.914740], [-0.090094, 6.090453, -2.714977], [1.233686, 6.957115, -0.810075], [2.109486, 5.381109, 0.890026], [1.638192, 2.953411, 0.674989], [-1.731055, -0.284076, -2.667842], [-1.850949, -0.864910, -5.033711], [-0.236303, 0.117164, -6.646644], [1.519391, 1.661505, -5.820961], [1.659765, 2.214617, -3.434240], [-3.094666, -3.005348, -1.515916], [-2.738092, -4.633643, -3.332880], [-0.449966, -5.103238, -4.145767], [1.480295, -3.933266, -3.159107], [1.510558, -1.379296, -3.874163], [3.232454, -0.792854, -5.519624], [5.610085, -0.624175, -4.841317], [6.237058, -1.045021, -2.478997], [4.514627, -1.660246, -0.836972], [3.455832, -4.138392, -1.691661], [4.324436, -6.045593, -0.411248], [3.782185, -6.282970, 1.994126], [2.348892, -4.586521, 3.099498], [1.480734, -2.670209, 1.796280], [-7.325790, 2.561199, 2.640390], [-5.702799, 2.468934, 1.679813], [-5.066385, 3.738647, 1.253690], [-5.909607, 5.363412, 1.713755], [-3.894883, 3.744004, 0.611599], [-2.945375, 5.314277, 0.204904], [-3.226412, 2.499242, 0.157317], [-1.852293, 2.414515, 0.535765], [-3.893660, 1.145661, 0.624560], [-2.856312, 0.403185, 1.247168], [-5.122649, 1.288611, 1.445132], [-5.786551, -0.334903, 2.130757]],
  "forces_ev_per_angstrom": [[0.1, 0.2, 0.0], [0.0, 0.0, 0.0], [0.0, 0.0, 0.0], [0.0, 0.0, 0.0], [0.0, 0.0, 0.0], [0.0, 0.0, 0.0], [0.0, 0.0, 0.0], [0.1, -0.1, 0.0], [0.0, 0.0, 0.0], [0.0, 0.0, 0.0], [0.0, 0.0, 0.0], [0.0, 0.0, 0.0], [0.0, 0.0, 0.0], [0.0, 0.0, 0.0], [0.0, 0.0, 0.0], [0.0, 0.0, 0.0], [0.0, 0.0, 0.0], [0.0, 0.0, 0.0], [0.0, 0.0, 0.0], [0.0, 0.0, 0.0], [-0.1, 0.0, -0.1], [0.0, 0.0, 0.0], [0.0, 0.0, 0.0], [0.0, 0.0, 0.0], [0.0, 0.0, 0.0], [0.0, 0.0, 0.0], [0.0, 0.0, 0.0], [-0.1, 0.0, -0.1], [0.0, 0.0, 0.0], [0.0, 0.0, 0.0], [0.0, 0.0, 0.0], [0.0, 0.0, 0.0], [0.0, 0.0, 0.0], [0.0, 0.0, 0.0], [0.0, 0.1, 0.0], [0.0, 0.0, 0.0], [0.0, 0.0, 0.0], [0.0, 0.0, 0.0], [0.0, 0.0, 0.0], [0.0, 0.0, 0.0], [0.0, 0.0, 0.0], [0.0, 0.0, 0.0], [0.0, 0.0, 0.0], [0.0, 0.0, 0.0], [0.0, 0.0, 0.0], [-0.1, 0.0, 0.0], [0.0, -0.1, 0.0], [0.0, 0.0, 0.0], [0.0, 0.0, 0.0], [0.0, 0.0, 0.0], [0.0, 0.0, 0.0], [0.0, 0.0, 0.0], [0.0, 0.0, 0.0], [0.0, 0.0, 0.0], [0.0, 0.0, 0.0], [0.0, 0.0, 0.0], [0.0, 0.0, 0.0], [0.0, 0.0, 0.0], [0.0, 0.0, 0.0], [0.0, 0.0, 0.0], [0.0, 0.0, 0.0], [0.1, 0.0, 0.0], [0.0, 0.0, 0.0], [0.0, 0.0, 0.0], [0.0, 0.0, 0.0], [0.0, 0.0, 0.0], [0.0, 0.0, 0.0], [0.0, 0.0, 0.0], [0.0, 0.0, 0.0], [0.0, 0.0, 0.0], [0.0, 0.0, 0.0], [0.0, 0.0, 0.0], [0.0, 0.0, 0.0], [0.0, 0.0, 0.0], [0.0, 0.0, 0.0], [0.0, 0.0, 0.0], [0.0, 0.0, 0.0], [0.0, 0.0, 0.0], [0.0, 0.0, 0.0], [0.0, 0.0, 0.0], [0.0, 0.0, 0.0], [0.0, 0.0, 0.0], [0.0, 0.0, 0.0], [0.0, 0.0, 0.0], [0.0, 0.0, 0.0], [0.0, 0.0, 0.0], [0.0, 0.0, 0.0], [0.0, 0.0, 0.0], [0.0, 0.0, 0.0], [0.0, 0.0, 0.0], [0.0, 0.0, 0.0], [0.0, 0.0, 0.0], [0.0, 0.0, 0.0], [0.0, 0.0, 0.0], [0.0, 0.0, 0.0], [0.0, 0.0, 0.0], [0.0, 0.0, 0.0], [0.0, 0.0, 0.0], [0.0, 0.0, 0.0], [0.0, 0.0, 0.0], [0.0, 0.0, 0.0], [0.0, 0.0, 0.0], [0.0, 0.0, 0.0], [0.0, 0.0, 0.0], [0.0, 0.0, 0.0], [0.0, 0.0, 0.0], [0.0, 0.0, 0.0], [0.0, 0.0, 0.0], [0.0, 0.0, 0.0], [0.0, 0.0, 0.0], [0.0, 0.0, 0.0], [0.0, 0.0, 0.0], [0.0, 0.0, 0.0]],
  "lowdin_charge": [-0.46, -0.10, -0.07, -0.11, -0.32, -0.08, -0.09, 0.99, -0.30, -0.09, -0.08, -0.10, -0.09, -0.10, -0.35, -0.09, -0.10, -0.10, -0.08, -0.25, 0.57, -0.27, -0.14, -0.03, -0.03, -0.13, -0.37, 0.99, -0.31, -0.12, -0.11, -0.11, -0.09, -0.09, -0.31, -0.09, -0.08, -0.11, -0.11, -0.11, -0.26, -0.10, -0.10, -0.09, -0.09, -0.33, 0.96, -0.33, -0.10, -0.09, -0.11, -0.10, -0.11, -0.30, -0.10, -0.10, -0.11, -0.08, -0.08, 0.09, 0.10, 0.06, 0.10, 0.10, 0.10, 0.10, 0.10, 0.10, 0.10, 0.10, 0.09, 0.09, 0.10, 0.11, 0.11, 0.11, 0.10, 0.10, 0.10, 0.09, 0.10, 0.07, 0.08, 0.10, 0.09, 0.10, 0.11, 0.10, 0.09, 0.09, 0.10, 0.09, 0.10, 0.09, 0.10, 0.10, 0.10, 0.09, 0.09, 0.10, 0.07, 0.71, -0.72, -0.72, 0.71, -0.60, 0.84, -0.34, -0.03, -0.35, -0.08, -0.60, 0.81]
}


Entry 3:
{
  "formula": "Br2ClFSi",
  "method": "ωB97M-V/def2-TZVPD",
  "total_energy_ha": -5997.6349,
  "molar_mass_g_mol": 242.34,
  "e_homo_ev": [-9.294, -9.292],
  "homo_lumo_gap_ev": [6.0, 6.0],
  "e_lumo_ev": [-3.3058, -3.3072],
  "symbols": ["F", "Si", "Cl", "Br", "Br"],
  "xyz": [[0.343694, 0.836387, -1.568142], [0.389122, 0.131583, -0.184475], [-2.862678, -1.340635, 0.387714], [0.029267, 1.600195, 1.264980], [2.100595, -1.227531, 0.099923]],
  "forces_ev_per_angstrom": [[0.0, -0.3, -0.7], [-0.5, -1.3, 0.4], [1.8, 0.7, -0.4], [-0.2, 0.5, 0.9], [-1.0, 0.5, -0.2]],
  "lowdin_charge": [-0.18, -0.29, -0.46, 0.51, 0.42]
}


Entry 4:
{
  "formula": "C2H6OS",
  "method": "ωB97M-V/def2-TZVPD",
  "total_energy_ha": -553.1790,
  "molar_mass_g_mol": 78.14,
  "e_homo_ev": -9.203,
  "homo_lumo_gap_ev": 9.9,
  "e_lumo_ev": 0.7087,
  "symbols": ["C", "C", "O", "S", "H", "H", "H", "H", "H", "H"],
  "xyz": [[0.880491, -0.751442, -0.177229], [-0.222966, 0.351203, -0.495343], [-0.007020, 1.558139, 0.011072], [-1.895017, -0.300684, 0.059216], [0.930540, -0.919677, 0.881189], [1.919209, -0.334051, -0.388572], [0.666082, -1.825474, -0.414536], [-0.433164, 0.331630, -1.607278], [-0.082684, 1.369480, 0.914233], [-1.755471, 0.520878, 1.217252]],
  "forces_ev_per_angstrom": [[0.4, 0.9, 0.4], [-0.8, -4.8, -3.0], [0.8, 1.8, -1.3], [0.5, 1.3, 1.8], [-0.2, 0.6, 1.1], [-1.3, -0.9, -0.5], [0.2, 1.2, -1.1], [0.8, 0.7, 1.1], [0.2, 0.5, 2.6], [-0.7, -1.3, -1.2]],
  "lowdin_charge": [-0.11, -0.81, -0.04, 0.69, 0.04, 0.10, 0.08, 0.10, 0.04, -0.09]
}